DFT (ωB97M-V/def2-TZVPD) results for a molecular structure, C33H21MoN7O6S.

Structure (ORCA input):
```
! wB97M-V def2-TZVPD RIJCOSX def2/J DEFGRID3
* xyz 0 3
Mo 0.054 0.014 0.016
N 2.508 2.990 2.255
C 3.647 2.226 2.157
C 3.253 1.029 1.642
N 1.905 1.046 1.417
C 1.485 2.233 1.789
C 0.102 2.620 1.614
N -0.736 1.870 0.921
C -1.942 2.527 0.899
C -1.826 3.685 1.598
N -0.522 3.733 2.052
H 2.486 3.965 2.497
H 4.612 2.602 2.443
H 3.855 0.172 1.398
H -2.771 2.146 0.333
H -2.528 4.473 1.795
H -0.118 4.479 2.590
S -4.228 -1.770 -0.526
C -4.155 -1.189 1.108
C -5.160 -1.229 2.070
C -4.893 -0.686 3.309
C -3.647 -0.112 3.578
C -2.649 -0.075 2.627
C -2.903 -0.626 1.370
N -2.044 -0.670 0.270
C -2.614 -1.231 -0.767
C -1.875 -1.289 -2.002
C -2.409 -1.792 -3.186
C -1.690 -1.653 -4.355
C -0.475 -0.977 -4.322
C 0.044 -0.486 -3.132
C -0.624 -0.665 -1.920
H -6.123 -1.667 1.848
H -5.654 -0.703 4.077
H -3.458 0.311 4.556
H -1.684 0.355 2.841
H -3.385 -2.262 -3.198
H -2.083 -2.029 -5.290
H 0.069 -0.808 -5.243
H 0.954 0.094 -3.176
O 1.167 5.255 -3.658
C 0.769 4.284 -3.069
C 1.601 3.246 -2.329
O 2.819 3.246 -2.201
C 0.649 2.315 -1.808
C -0.707 2.595 -2.093
O -1.702 1.950 -1.736
C -0.702 3.872 -2.904
O -1.658 4.486 -3.307
O 1.005 1.271 -1.080
O -0.023 -0.945 1.825
C 0.567 -1.923 2.456
C 0.161 -2.219 3.772
C 0.707 -3.273 4.466
C 1.683 -4.082 3.884
C 2.107 -3.794 2.606
C 1.578 -2.717 1.883
C 2.112 -2.372 0.576
N 1.654 -1.470 -0.287
C 2.566 -1.400 -1.320
C 3.559 -2.291 -1.104
N 3.260 -2.900 0.093
H -0.612 -1.604 4.212
H 0.364 -3.482 5.472
H 2.098 -4.923 4.422
H 2.856 -4.435 2.157
H 2.460 -0.692 -2.116
H 4.438 -2.532 -1.670
H 3.811 -3.598 0.557
*
```

As for the expectation value of S²: 2.0193. The calculation puts the total energy at -69970.545 eV.

DFT (ωB97M-V/def2-TZVPD) results for a molecular structure, C33H22Cl2N6O5W.

Structure (ORCA input):
```
! wB97M-V def2-TZVPD RIJCOSX def2/J DEFGRID3
* xyz 2 1
W -0.016 -0.149 0.266
Cl -4.190 2.847 4.886
C -3.589 2.118 3.457
C -2.346 1.510 3.495
C -1.844 0.908 2.349
N -0.578 0.319 2.178
C 0.373 0.327 3.185
O 0.180 0.522 4.356
C 1.764 0.114 2.656
C 2.863 0.208 3.481
C 4.125 0.102 2.915
C 4.241 -0.072 1.542
C 3.096 -0.130 0.773
N 1.879 -0.038 1.330
C -2.596 0.923 1.175
C -3.826 1.560 1.129
C -4.333 2.144 2.274
Cl -5.870 2.906 2.202
N -1.931 0.310 0.070
C -2.279 0.730 -1.227
O -2.759 1.797 -1.481
C -2.162 -0.265 -2.379
C -2.992 -0.005 -3.454
C -3.128 -0.907 -4.494
C -2.454 -2.116 -4.415
C -1.622 -2.344 -3.350
N -1.427 -1.408 -2.390
H -1.789 1.502 4.417
H 2.706 0.364 4.539
H 5.010 0.167 3.534
H 5.207 -0.145 1.065
H 3.132 -0.240 -0.303
H -4.410 1.608 0.224
H -3.544 0.923 -3.430
H -3.784 -0.691 -5.326
H -2.577 -2.892 -5.157
H -1.116 -3.287 -3.219
C 0.213 -3.499 3.409
O 1.559 -3.604 2.911
C 1.777 -3.648 1.587
C 2.811 -4.455 1.125
C 3.154 -4.544 -0.228
C 2.441 -3.840 -1.165
C 1.399 -2.994 -0.730
C 0.513 -2.423 -1.673
N -0.509 -1.658 -1.364
N 0.690 0.626 -1.321
C 0.591 1.906 -0.869
O 0.380 1.923 0.405
C 0.566 3.117 -1.646
C 0.213 4.326 -1.035
C 0.187 5.480 -1.790
C 0.515 5.430 -3.143
C 0.868 4.230 -3.752
C 0.891 3.068 -3.007
C 1.111 -2.856 0.646
O 0.207 -1.951 1.017
H 0.261 -3.839 4.439
H -0.454 -4.148 2.841
H -0.150 -2.475 3.374
H 3.358 -5.026 1.865
H 3.962 -5.195 -0.530
H 2.653 -3.939 -2.222
H 0.714 -2.667 -2.713
H -0.039 4.340 0.017
H -0.085 6.421 -1.333
H 0.497 6.340 -3.729
H 1.127 4.212 -4.802
H 1.169 2.122 -3.454
*
```

The calculation puts the total energy at -80613.209 eV.

Respective relative energy (zero: lowest compared OMol25 entry of this formula, charge and spin) values: 136.25 35.34 kJ/mol.